# 1
Entry from the OMol25 dataset: an isolated molecule of C21H21NO3 in a non-equilibrium geometry (ωB97M-V/def2-TZVPD).

```
46
Properties=species:S:1:pos:R:3:mulliken_charge:R:1
O 2.28842 1.34861 0.96517 -0.588
O 2.37414 -3.08434 -1.33082 -0.538
O 0.04949 1.35167 0.36301 -0.273
C 1.30391 0.76845 0.43104 0.230
C 3.97592 -2.05590 -2.65928 -0.266
C 4.66522 -0.93578 -3.39031 -0.496
C 3.05020 -1.94823 -1.73310 0.610
C 1.70732 -0.47375 -0.28116 0.272
C 4.42456 0.31986 -2.92818 -0.689
C 2.71118 -0.63608 -1.23263 0.564
C -0.17853 -4.11034 1.06116 -0.482
C -0.32714 -2.87124 1.71821 -0.874
C 0.73408 -4.20534 -0.00282 -0.947
C 0.09032 -1.69314 1.26287 -0.428
C 1.37917 -2.95379 -0.38344 0.619
C 1.03973 -1.67844 0.15158 0.388
N -1.00356 2.94288 3.33433 -0.172
C 3.59163 0.55520 -1.67463 -0.772
C -2.19554 2.12766 3.23816 -0.602
C -1.39505 4.32561 2.95886 -0.657
C 0.14174 2.51068 2.51460 -0.979
C -2.59593 2.08742 1.67997 -0.730
C -1.87828 4.44224 1.42650 -0.904
C -0.14938 2.66030 0.98089 0.349
C -1.66466 3.02275 0.81795 0.053
H 4.22854 -3.04578 -2.96595 0.437
H 5.10682 -1.32086 -4.31476 0.332
H 4.68184 1.21190 -3.47191 0.365
H -0.63291 -4.97109 1.38524 0.477
H -1.08217 -2.86592 2.51031 0.312
H 0.94862 -5.17373 -0.41240 0.417
H -0.30022 -0.79732 1.73381 0.252
H 4.23459 0.78114 -0.83451 0.368
H 2.97064 1.44559 -1.93044 0.335
H -1.83488 1.06159 3.47508 0.268
H -3.07004 2.52534 3.79961 0.293
H -2.20439 4.62794 3.64442 0.371
H -0.55768 5.00507 3.19652 0.315
H 0.30693 1.44957 2.86437 0.306
H 1.09488 2.88634 2.89272 0.225
H -2.43926 1.03542 1.33410 0.230
H -3.63900 2.44866 1.54333 0.502
H -2.99014 4.71888 1.45024 0.344
H -1.37663 5.26992 0.89694 0.401
H 0.56298 3.45212 0.55815 0.391
H -1.80536 2.78039 -0.30066 0.373
```

Kohn-Sham gap = 7.02 eV
Lowest unoccupied orbital energy = -0.11 eV
Relative energy (zero: lowest compared OMol25 entry of this formula, charge and spin) = 405.2 kJ/mol
Energy = -1093.18358 Eh



# 2
Entry from the OMol25 dataset: a structure of composition C21H22AuF8N4O9S2Te (ωB97M-V/def2-TZVPD).

```
68
Properties=species:S:1:pos:R:3:mulliken_charge:R:1
Au -0.37326 2.30197 0.00012 0.942
F -2.54566 6.37820 -1.68458 -0.362
Te -2.26886 4.92970 -0.59496 2.154
F -3.74996 5.38598 0.38583 -0.364
F -3.35927 3.93230 -1.72426 -0.404
F -1.20119 6.02685 0.43061 -0.390
F -0.84852 4.48803 -1.74070 -0.498
O -1.90954 3.46445 0.48025 -0.770
F -3.51444 -3.63988 -1.21672 -0.233
C -4.28405 -2.56045 -0.97149 0.635
F -5.03403 -2.83482 0.09667 -0.243
F -5.08510 -2.38418 -2.02090 -0.276
C -3.40246 -1.35676 -0.72254 0.428
C -2.61416 -1.32886 0.41622 -0.863
C -1.76757 -0.25905 0.60025 -0.323
N -1.71010 0.74343 -0.28433 -0.052
C -2.49119 0.73631 -1.36980 -0.165
C -3.35134 -0.31233 -1.62743 -0.815
H -2.64063 -2.12873 1.14249 0.511
H -1.11544 -0.19496 1.46082 0.618
H -2.42919 1.59280 -2.02767 0.477
H -3.96471 -0.30238 -2.51604 0.532
O 1.09598 -0.69498 7.55753 -0.465
C 1.53845 -0.74083 6.28540 0.613
O 2.04536 -1.73410 5.85128 -0.528
C 1.34981 0.49232 5.45360 0.423
C 2.23139 0.69491 4.39916 -0.427
C 2.09438 1.79076 3.56317 -0.552
C 1.03479 2.67252 3.75519 0.694
S 0.72716 4.06577 2.72363 0.070
C 0.15382 2.48671 4.81863 -1.158
C 0.31959 1.40418 5.66458 -0.726
H 0.84903 0.20275 7.80874 0.317
H 3.03429 -0.01531 4.24970 0.450
H 2.82552 1.97505 2.78911 0.755
H -0.67013 3.17239 4.97575 0.409
H -0.39820 1.25659 6.46295 0.367
C -0.22500 -4.61286 -4.15498 -1.129
C -0.32036 -4.08351 -2.73299 -0.339
S 0.26239 -2.42066 -2.54923 1.404
O -0.27492 -1.59401 -3.60639 -0.798
O 0.03290 -2.00055 -1.18160 -0.533
C 2.03210 -2.52162 -2.78801 -0.878
C 2.66406 -1.13580 -2.85189 -1.175
N 2.31916 -0.31092 -1.68437 0.221
C 1.41970 0.68491 -1.72281 1.450
N 1.15858 1.08571 -0.47778 0.086
C 1.90084 0.34051 0.39296 -0.686
C 2.62209 -0.52376 -0.35333 -0.104
N 3.58075 -1.47592 0.13892 1.082
O 4.19403 -2.13072 -0.68453 -0.633
O 3.70098 -1.53716 1.33830 -0.591
C 0.84406 1.28393 -2.95296 -1.659
H -0.68072 -5.60058 -4.19698 0.411
H 0.80806 -4.71647 -4.48582 0.314
H -0.75213 -3.95989 -4.84757 0.313
H 0.23158 -4.68169 -2.00598 0.431
H -1.35486 -4.01320 -2.38709 0.170
H 2.21130 -3.02653 -3.73759 0.581
H 2.44420 -3.12345 -1.97996 0.477
H 2.30223 -0.60149 -3.72613 0.482
H 3.74365 -1.23178 -2.91705 0.382
H 1.88654 0.47270 1.46075 0.603
H 1.64009 1.58598 -3.63419 0.572
H 0.28287 2.18102 -2.69531 0.179
H 0.19383 0.57252 -3.46398 0.196
O 0.89930 3.79659 0.22656 -0.451
O 1.66212 3.59235 1.39077 -0.162
```

Kohn-Sham gap = 6.78 eV
Lowest unoccupied orbital energy = -4.43 eV
Relative energy (zero: lowest compared OMol25 entry of this formula, charge and spin) = 0.0 kJ/mol
Total charge = +1
Energy = -3708.22896 Eh



# 3
Entry from the OMol25 dataset: a structure of composition C21H22Cl3F3N4NiO2SeSi in a non-equilibrium geometry (ωB97M-V/def2-TZVPD).

```
58
Properties=species:S:1:pos:R:3:mulliken_charge:R:1
Ni -0.61714 -0.57349 -0.07356 -0.234
F 3.11935 0.62199 6.07239 -0.268
C 2.41573 1.57529 5.42106 0.706
F 1.55599 2.09946 6.32063 -0.301
F 3.30348 2.55419 5.12243 -0.265
C 1.73275 1.05693 4.19696 0.481
C 0.35877 1.13260 4.05025 -0.875
C -0.19733 0.71116 2.85031 -0.212
N 0.51841 0.23949 1.83606 0.793
C 1.82942 0.11856 2.01718 -0.114
C 2.48794 0.52276 3.16622 -1.023
H -0.27102 1.52432 4.83632 0.455
H -1.26962 0.76875 2.68621 0.295
H 2.39738 -0.30837 1.20474 -0.032
H 3.56220 0.41968 3.24153 0.422
Se -2.72550 -0.00501 0.49922 -0.461
C 0.15828 0.72979 -4.21087 -1.075
Si -1.06773 0.12007 -2.87944 0.210
C -2.88900 0.44787 -3.33238 -1.180
C -0.93901 -1.75925 -2.98802 -0.940
N -0.67693 0.88755 -1.36850 0.598
C -0.78293 2.22704 -1.16944 0.317
C -0.55626 2.81711 0.09704 -0.006
C -0.71699 4.16932 0.32533 -0.565
C -1.09011 5.03637 -0.69665 -0.526
C -1.27038 4.49816 -1.96546 -0.941
C -1.12139 3.14373 -2.20056 -0.373
H 0.01702 0.18032 -5.14680 0.338
H 1.17549 0.52983 -3.86370 0.228
H 0.09427 1.79603 -4.43325 0.350
H -3.14709 0.05022 -4.31899 0.371
H -3.15797 1.50575 -3.29907 0.349
H -3.49820 -0.06241 -2.58315 0.279
H -1.49231 -2.08844 -3.87395 0.429
H -1.38967 -2.23627 -2.12043 0.106
H 0.08942 -2.11120 -3.08680 0.256
H -0.25627 2.17570 0.90589 0.163
H -0.55432 4.55897 1.32584 0.370
H -1.24295 6.09359 -0.51257 0.332
H -1.54822 5.14916 -2.78908 0.338
H -1.28495 2.77773 -3.20376 0.174
Cl 4.51217 -2.20955 -0.25622 -0.167
C 3.46974 -1.47341 -1.42558 -0.213
Cl 4.21576 -0.25385 -2.39563 -0.166
Cl 3.35671 -3.36236 -3.15440 -0.604
C 2.14872 -1.28165 -1.06922 0.430
N 1.02170 -1.17469 -0.82964 0.127
O 0.92206 -2.53156 2.37003 -0.652
C 0.03916 -3.00983 1.67675 0.201
C -0.23917 -4.51609 1.66859 -0.621
C -1.56804 -4.62820 0.95316 -0.619
C -1.78122 -3.22402 0.38082 0.332
O -2.72257 -2.96181 -0.34229 -0.627
N -0.80887 -2.36122 0.82345 0.512
H -0.21810 -4.91458 2.68216 0.339
H 0.57284 -4.97760 1.10271 0.258
H -2.39595 -4.86798 1.62210 0.250
H -1.57756 -5.34663 0.13402 0.249
```

Kohn-Sham gap (spin up / spin down) = 5.96 / 5.51 eV
Lowest unoccupied orbital energy (spin up / spin down) = 4.36 / 4.07 eV
Relative energy (zero: lowest compared OMol25 entry of this formula, charge and spin) = 0.0 kJ/mol
Multiplicity = 3
Total charge = -2
⟨S²⟩ = 2.0185
Energy = -7062.48334 Eh